Entry from OMol25: C6H12O as an isolated structure (the ωB97M-V functional and the def2-TZVPD basis).

Geometry as XYZ:
```
19
Properties=species:S:1:pos:R:3:forces:R:3
C 2.42361 0.25162 -0.09934 -0.005 0.051 -0.042
C 1.19594 -0.33379 0.59743 -0.050 -0.072 -0.007
C -0.11477 0.43354 0.50346 0.079 0.040 0.105
C -1.34535 -0.44152 0.61549 -0.049 -0.215 0.169
C -1.09083 0.34621 -0.63449 0.277 -0.044 -0.316
O -2.20543 1.20744 -0.38976 0.040 0.176 -0.055
C -2.56920 0.43051 0.77418 -0.147 -0.030 0.274
H 2.37452 0.13251 -1.18659 -0.001 0.105 0.159
H 2.54615 1.31774 0.11625 -0.040 -0.114 -0.004
H 3.32546 -0.26644 0.24814 -0.135 0.110 -0.102
H 1.41544 -0.41522 1.67072 -0.046 -0.026 -0.142
H 1.04439 -1.36552 0.25396 -0.008 0.147 -0.020
H 0.96263 -0.88783 -2.28987 -0.003 -0.100 -0.100
H -0.12549 1.39024 1.02920 -0.025 -0.138 -0.017
H -1.26812 -1.50950 0.78401 -0.036 0.163 0.042
H 0.46697 -1.32662 -2.62440 0.080 -0.057 -0.047
H -0.89774 0.08561 -1.66801 0.014 -0.028 0.252
H -2.61968 1.04439 1.68131 -0.046 -0.074 -0.105
H -3.51847 -0.09338 0.61831 0.102 0.108 -0.047
```
Positions in Å, forces in eV/Å.

Computed properties:
2S+1 = 1
energy relative to the best compared isomer or geometry (same formula, charge and spin) = 80.4 kcal/mol
Kohn-Sham gap = 10.4 eV

=====

Entry from OMol25: C17H12ClF6N4O5ReS2Se2 as an isolated structure at a distorted geometry (the ωB97M-V functional and the def2-TZVPD basis).

Geometry as XYZ:
```
50
Properties=species:S:1:pos:R:3:forces:R:3
Re -0.14311 -0.22653 -0.11197 1.065 -0.750 -0.131
F -1.32736 2.21203 -2.76286 -0.054 -0.060 -0.015
C -0.32131 3.06938 -2.61308 -0.056 -0.036 0.079
F 0.74254 2.60863 -3.25552 0.080 -0.045 -0.079
F -0.66199 4.24859 -3.08663 -0.014 0.092 -0.023
S 0.08744 3.19810 -0.82039 -0.474 0.450 -0.331
O 0.30394 1.74918 -0.50438 -0.900 -0.029 0.160
O 1.29410 3.94193 -0.73847 0.094 0.023 0.089
N -1.10661 3.89092 -0.14679 0.622 -0.341 -0.123
S -2.33673 3.29105 0.66585 -0.477 -0.571 0.165
O -2.43440 3.90253 1.94761 0.082 0.113 0.002
O -2.42565 1.85123 0.58782 0.313 0.089 -0.132
C -3.74588 3.91702 -0.34128 0.091 0.040 -0.018
F -3.72869 5.23865 -0.37060 -0.034 0.050 -0.027
F -4.87332 3.49135 0.20678 -0.001 -0.004 0.006
F -3.64699 3.44273 -1.58066 -0.024 0.020 -0.007
Se 2.55724 -2.63827 1.41665 -0.028 -0.036 -0.025
Se 3.62397 -1.97087 -0.53387 -0.011 0.091 0.063
C 3.58319 -0.11388 -0.05849 -0.051 0.044 0.014
C 4.79704 0.55137 -0.05875 0.043 -0.074 -0.058
C 4.86432 1.84463 0.43377 -0.027 0.036 0.007
C 3.70921 2.39869 0.94708 -0.053 -0.198 -0.074
C 2.53622 1.66267 0.87357 0.258 0.487 0.226
N 2.43327 0.43808 0.35208 -0.073 -0.123 -0.042
C 1.06270 -3.34360 0.44510 0.059 -0.033 0.091
C 0.94233 -4.72477 0.42617 0.037 0.055 0.029
C 0.07468 -5.32523 -0.46660 -0.021 -0.023 -0.048
C -0.59758 -4.50736 -1.35402 -0.003 0.030 0.011
C -0.46661 -3.13794 -1.23870 -0.040 -0.010 0.023
N 0.30309 -2.53000 -0.31050 -0.103 0.187 0.068
H 5.67905 0.03639 -0.41253 0.018 0.022 0.020
H 5.80020 2.38682 0.44245 0.005 -0.018 -0.007
H 3.68346 3.38994 1.37502 0.005 0.004 -0.010
H 1.64347 2.14795 1.23498 0.167 -0.265 -0.002
H 1.57465 -5.31069 1.07738 0.001 -0.004 -0.005
H -0.02900 -6.40122 -0.50197 -0.005 0.002 0.008
H -1.24014 -4.90599 -2.12531 -0.002 -0.002 0.002
H -1.02324 -2.51035 -1.91171 -0.039 0.155 0.043
O -1.59249 -0.78793 -0.67375 -0.115 0.722 0.007
Cl -0.42751 2.91476 4.66690 -0.002 0.000 -0.032
C -0.36816 1.35078 3.97074 0.017 0.037 -0.039
C -0.48807 0.21290 4.75075 0.001 -0.011 0.043
C -0.42198 -1.02074 4.12785 0.009 -0.016 -0.029
C -0.22195 -1.07961 2.76579 -0.066 0.025 -0.021
N -0.10733 0.02460 2.00581 -0.173 -0.073 0.051
C -0.20066 1.22303 2.60386 0.025 -0.078 0.027
H -0.63277 0.29805 5.81905 -0.005 0.010 -0.003
H -0.52119 -1.93631 4.69242 -0.003 -0.002 -0.001
H -0.17204 -2.02311 2.24552 -0.029 -0.009 0.031
H -0.13527 2.10033 1.98424 -0.108 0.029 0.018
```
Positions in Å, forces in eV/Å.

Computed properties:
2S+1 = 2
net charge = +1
energy relative to the best compared isomer or geometry (same formula, charge and spin) = 48.1 kcal/mol
<S²> = 0.756
Kohn-Sham gap (alpha / beta) = 7.9 / 7.6 eV

=====

Entry from OMol25: a 2-piece molecular cluster, FH3N2OS overall at a distorted geometry (the ωB97M-V functional and the def2-TZVPD basis).

Geometry as XYZ:
```
8
Properties=species:S:1:pos:R:3:forces:R:3
N 0.57687 1.13671 0.47206 0.051 -0.549 0.234
N -0.75855 -0.88554 -1.10756 -0.925 1.626 -0.996
O -0.56055 -1.51963 -0.01438 1.257 -1.938 -0.509
F -0.22294 -1.64926 -2.11407 0.128 -0.407 0.513
S -1.01108 -0.88068 1.37879 -0.745 0.444 0.992
H 0.06979 1.49665 -0.31787 0.214 0.174 0.191
H 1.50670 0.78243 0.31905 -0.085 0.339 -0.107
H 0.39976 1.51933 1.38398 0.105 0.309 -0.318
```
Positions in Å, forces in eV/Å.

Computed properties:
2S+1 = 1
energy relative to the best compared isomer or geometry (same formula, charge and spin) = 93.7 kcal/mol
Kohn-Sham gap (alpha / beta) = 7.5 / 8.8 eV

=====

Entry from OMol25: one molecule with the formula C6H9F4NO at a distorted geometry (the ωB97M-V functional and the def2-TZVPD basis).

Geometry as XYZ:
```
21
Properties=species:S:1:pos:R:3:forces:R:3
C -1.51486 -1.01069 0.18186 1.591 -2.964 3.221
C -1.31709 -0.48577 1.64017 -2.972 -3.136 1.415
C -0.08474 0.85716 0.33802 -0.520 -1.764 -3.488
C -0.52454 -0.56785 -1.90873 -0.092 2.664 -0.348
C 2.33908 0.26151 0.28477 1.105 0.595 0.958
C 1.34375 1.41597 0.16575 -1.579 -0.163 -0.133
N -0.43308 -0.40854 -0.52055 0.048 -0.490 0.443
O -0.27769 0.37173 1.58535 1.613 2.616 0.005
F -1.10856 1.71862 -0.15019 1.085 0.313 1.489
F -0.97152 -1.73379 -2.30080 -0.106 -1.147 0.425
F 0.69202 -0.37250 -2.39321 0.621 0.277 -0.936
F -1.38318 0.32508 -2.63509 1.118 -0.624 1.308
H -1.57511 -2.15388 0.27538 0.863 1.383 -0.650
H -2.43019 -0.77698 -0.16666 -3.158 1.322 -1.293
H -2.29291 -0.03181 1.99052 1.152 -0.103 -0.241
H -1.07276 -1.33606 2.43101 -0.327 1.694 -1.761
H 1.86282 -0.63116 0.62215 -0.506 -0.635 0.027
H 3.18752 0.37670 0.99879 -0.734 0.589 -0.329
H 2.81377 0.06631 -0.64479 0.192 -0.278 -0.956
H 1.38025 1.99874 -0.77802 0.100 -0.552 0.539
H 1.36702 2.11720 0.98427 0.506 0.403 0.306
```
Positions in Å, forces in eV/Å.

Computed properties:
2S+1 = 1
energy relative to the best compared isomer or geometry (same formula, charge and spin) = 0.4 kcal/mol
Kohn-Sham gap = 10.8 eV
SMILES string = CC[C@]1(F)OCCN1C(F)(F)F

=====

Entry from OMol25: a 13-piece molecular cluster, C5H39N2O13 overall at a distorted geometry (the ωB97M-V functional and the def2-TZVPD basis).

Geometry as XYZ:
```
59
Properties=species:S:1:pos:R:3:forces:R:3
N 0.32391 0.59537 1.15186 0.152 -0.674 -1.515
C 1.58170 1.17721 1.75971 -0.802 -0.502 4.268
C 2.09173 2.40421 1.06298 0.150 -1.408 -0.784
N 3.12453 2.01480 0.08679 -0.470 -0.220 0.574
C 4.19122 1.18222 0.62284 0.776 -1.476 -2.082
C 2.60271 1.44980 -1.15615 -0.109 1.428 -2.311
C 2.57329 -0.10899 -1.35092 4.038 1.006 3.267
O 1.93724 -0.71217 -0.21588 -0.885 0.844 -0.796
H 0.52426 0.39490 0.09357 -0.260 0.476 2.596
H -0.55403 1.18665 1.14837 0.839 -0.127 0.101
H 0.10353 -0.36512 1.52156 0.601 0.899 -0.157
H 2.32757 0.39513 1.93127 -0.307 -0.024 -1.015
H 1.45732 1.34494 2.92902 -0.803 0.176 -2.338
H 1.22793 2.87500 0.57157 0.747 0.185 0.056
H 2.52236 3.05589 1.80847 0.179 0.379 0.053
H 3.87445 0.14356 0.87924 0.041 0.340 -0.538
H 4.97301 1.06393 -0.23417 -1.005 0.369 1.843
H 4.61815 1.45686 1.56077 0.484 1.253 0.361
H 3.25861 1.98769 -1.95623 -0.955 -1.689 0.741
H 1.59737 1.91927 -1.39507 0.853 -0.639 0.541
H 2.38773 -0.47912 -2.28702 -1.933 -0.522 -2.311
H 3.63271 -0.45910 -1.28148 -0.336 0.567 0.124
H 2.21516 -1.58342 0.03548 0.543 -0.836 -0.379
H -4.42393 0.27851 0.47010 0.181 -0.107 0.720
H -3.27850 0.87924 1.20244 1.355 0.958 -0.242
O -4.01378 0.32293 1.35966 -1.706 -1.412 -0.497
H -2.33217 -1.67654 0.40562 1.088 -1.250 -1.717
H -2.07338 -3.02117 0.73626 0.079 -1.963 1.077
O -1.80206 -2.47418 0.02695 -1.623 3.335 0.379
H -2.91036 3.65892 -1.93101 -1.111 2.009 -0.519
H -3.41839 2.12014 -2.27585 -0.025 0.471 -0.012
O -2.76879 2.74900 -1.92269 1.510 -2.126 0.847
H -4.02739 0.01278 -2.60516 -1.803 -1.094 -1.600
H -2.64315 -0.29182 -2.15958 -1.330 1.011 -0.186
O -3.41307 0.33068 -1.99856 2.219 0.365 1.711
H 0.19617 -3.94427 -0.95677 1.153 -0.270 -0.438
H 1.42238 -4.18247 -2.03634 -1.069 0.310 2.535
O 1.17105 -3.86359 -1.09165 0.298 -0.595 -2.063
H -3.00243 -4.20810 -2.22911 -1.515 0.648 -0.508
H -1.74193 -3.82494 -1.54512 -0.576 -0.305 -0.065
O -2.19658 -4.58383 -1.94638 1.962 -0.562 0.614
H 0.79279 -2.31583 -1.93133 -1.212 1.195 0.397
H 0.19180 -1.19204 -1.17957 1.032 3.463 7.392
O 0.11128 -1.57763 -1.93472 -0.128 -4.422 -8.021
H -1.92366 -2.37822 -3.43073 -0.702 0.744 0.419
H -1.71332 -1.82434 -2.08466 0.987 -0.169 0.854
O -2.39610 -1.85232 -2.74206 -0.204 -1.150 -1.819
H 0.28839 4.91961 1.41218 -1.698 -1.944 -2.072
H -0.64529 4.92415 0.10985 0.724 -1.019 1.097
O -0.23912 4.28283 0.76339 0.681 3.256 1.000
H -2.22673 2.59968 0.92668 0.232 0.519 0.570
H -2.28271 1.95453 -0.41367 0.634 -0.268 0.461
O -1.91765 1.79005 0.51995 -0.942 0.496 -1.321
H -1.14072 -1.47619 2.21363 -3.037 2.897 0.954
H -0.17175 -2.34371 3.03861 1.728 -0.258 4.795
O -0.54548 -2.13977 2.26311 1.154 -2.638 -5.400
H 0.40164 -0.26904 4.50483 -2.675 3.120 1.259
H 1.11168 -1.42863 4.97895 0.395 -0.333 0.160
O 0.96875 -0.89397 4.19612 2.407 -2.720 -1.065
```
Positions in Å, forces in eV/Å.

Computed properties:
2S+1 = 1
net charge = +1
energy relative to the best compared isomer or geometry (same formula, charge and spin) = 166.2 kcal/mol
Kohn-Sham gap = 8.8 eV

=====

Entry from OMol25: one molecule with the formula C3H4O2S at a distorted geometry (the ωB97M-V functional and the def2-TZVPD basis).

Geometry as XYZ:
```
10
Properties=species:S:1:pos:R:3:forces:R:3
C 0.23332 -0.22180 -0.25258 1.710 -0.753 -0.432
C 1.04865 1.02901 0.22272 -4.142 3.149 0.238
C -0.74462 -0.48758 0.84272 0.240 0.916 0.385
O -0.23032 -0.20859 -1.58864 -1.737 1.279 0.595
O 2.17889 1.09475 0.49149 3.018 -1.038 0.237
S -2.32476 -0.41278 0.61895 -0.353 -0.221 0.024
H 1.08225 -0.95343 -0.22720 -0.882 0.007 -0.059
H 0.45459 2.04807 0.47623 0.210 -1.893 -0.934
H -0.30883 -0.45503 1.86889 -0.231 -0.452 -0.747
H -1.17123 0.19543 -1.67197 2.167 -0.993 0.692
```
Positions in Å, forces in eV/Å.

Computed properties:
2S+1 = 1
energy relative to the best compared isomer or geometry (same formula, charge and spin) = 48.4 kcal/mol
Kohn-Sham gap = 8.6 eV
SMILES string = O=C[C@H](O)C=S

=====

Entry from OMol25: C15H36BLaN3O4P2 as an isolated structure at a distorted geometry (the ωB97M-V functional and the def2-TZVPD basis).

Geometry as XYZ:
```
62
Properties=species:S:1:pos:R:3:forces:R:3
La -0.23465 0.96214 0.49915 -0.205 -1.774 -1.091
H -1.66337 2.25544 -4.77226 -0.224 -0.220 -0.546
H 0.70633 2.73159 1.59643 -0.204 2.529 0.241
P -2.61582 3.08981 0.91395 -2.017 0.828 0.866
P 2.55285 1.35629 -0.43455 1.464 -0.271 -0.800
C 2.49122 0.23640 -1.89424 -0.447 -0.103 -0.221
H 3.00443 0.72136 -2.73457 -0.185 -0.207 0.168
H 2.99672 -0.70731 -1.65552 -0.174 0.225 -0.069
H 1.46434 -0.02049 -2.19250 0.305 -0.004 -0.101
C 3.32782 2.83757 -1.18762 -0.262 0.422 0.064
H 3.84561 3.43725 -0.42687 -0.139 -0.117 -0.172
H 4.05536 2.51605 -1.94679 -0.183 0.116 0.297
H 2.56241 3.45789 -1.67392 0.261 -0.071 0.018
C 3.98401 0.62420 0.43082 0.007 -0.015 0.529
H 3.86558 -0.46698 0.47409 0.022 0.308 0.061
H 4.91191 0.86544 -0.10753 -0.302 -0.090 0.116
H 4.04518 1.00582 1.45661 0.175 -0.098 -0.216
C -3.86863 3.82086 -0.17714 0.131 0.192 -0.353
H -4.79155 4.03917 0.37707 0.265 -0.172 -0.082
H -3.47133 4.74965 -0.60571 -0.230 -0.220 0.123
H -4.09137 3.12185 -0.99664 0.042 0.237 0.217
C -3.33195 1.41431 1.18333 0.523 -0.423 -0.105
H -2.68558 0.67900 1.70388 -0.407 0.331 -0.098
H -4.21529 1.56489 1.82403 0.295 0.057 -0.214
H -3.68167 0.99193 0.22915 0.159 0.093 0.229
C -2.80480 3.86711 2.54654 0.140 0.131 0.141
H -2.52398 4.92956 2.51071 -0.082 -0.278 -0.020
H -3.85754 3.79243 2.85499 0.298 0.030 -0.103
H -2.18836 3.35478 3.30119 -0.157 0.130 -0.216
C 1.38025 1.20606 2.34714 1.212 -0.926 1.900
O 2.05254 0.97368 3.27068 -1.081 0.687 -1.569
H 0.12121 4.35787 1.96714 0.095 -0.241 -0.197
H 1.15164 4.19940 0.69017 -0.319 -0.116 0.038
H -0.62592 2.99799 -0.85116 0.010 0.299 0.115
H -1.20963 4.79874 -0.23497 -0.110 -0.365 0.155
B -0.93504 3.67920 0.11928 1.220 0.536 -0.182
N 0.33694 3.77078 1.15069 0.031 -1.163 0.169
H -1.41173 2.48868 -4.13288 0.228 0.220 0.565
C 1.90264 -3.62048 1.10212 0.309 -0.118 0.218
C 1.23073 -4.38449 -0.02558 -0.170 -0.256 -0.186
C -0.19843 -3.89150 -0.39134 -0.534 0.121 -0.333
C -0.82449 -4.75914 -1.51815 -0.287 -0.051 0.184
C 0.01691 -4.89862 -2.77287 0.174 0.135 -0.165
C -1.12296 -4.01370 0.83033 -0.591 -1.761 -0.001
O -1.82151 -4.98139 1.08813 1.327 1.768 -0.291
N -1.07586 -2.92752 1.72805 -0.758 0.951 0.302
C -0.87224 -1.64920 1.29920 0.178 -1.421 0.010
O -1.06640 -0.65094 2.07537 0.013 -0.415 -0.254
N -0.44520 -1.42522 0.04677 -0.213 0.872 0.752
C -0.10770 -2.42378 -0.84049 0.772 -0.085 -1.674
O 0.29965 -2.07854 -1.95389 -0.599 -0.399 1.739
H 2.28910 -2.64719 0.76626 -0.161 -0.118 0.087
H 2.76129 -4.20430 1.45540 -0.164 0.253 0.015
H 1.21796 -3.47069 1.94604 0.436 -0.033 -0.102
H 1.84491 -4.33289 -0.93502 -0.244 0.000 0.196
H 1.13712 -5.45060 0.23142 -0.007 0.290 -0.023
H -1.03778 -5.75331 -1.09786 0.009 0.396 -0.020
H -1.79648 -4.30858 -1.77636 0.204 -0.167 0.099
H 0.85414 -5.58833 -2.61912 -0.130 0.144 -0.105
H -0.61143 -5.29708 -3.57416 0.185 0.001 0.075
H 0.39300 -3.91371 -3.06947 -0.019 -0.496 -0.180
H -1.61511 -3.02919 2.58303 0.116 -0.107 0.001
```
Positions in Å, forces in eV/Å.

Computed properties:
2S+1 = 2
net charge = +2
energy relative to the best compared isomer or geometry (same formula, charge and spin) = 0.0 kcal/mol
<S²> = 0.753
Kohn-Sham gap (alpha / beta) = 5.9 / 7.7 eV

=====

Which of these has the highest energy relative to the best compared isomer or geometry (same formula, charge and spin)?
C5H39N2O13

=====

Which value of energy relative to the best compared isomer or geometry (same formula, charge and spin) does entry 2 give?
48.1 kcal/mol